This record from OMol25 describes the molecule C3H4O4S at a distorted geometry. The level of theory is ωB97M-V/def2-TZVPD.

Each line ends with the Löwdin charge.
Positions of all 12 atoms, in Å:
C 1.1007 -0.0165 0.9809  -0.41
C -1.1829 -0.4251 0.3815  -0.09
C -0.9348 0.0702 -1.0412  -0.17
O 3.3689 1.2113 1.2092  -0.56
O 0.0557 -0.7235 1.1069  -0.08
O 1.2795 -0.1519 -1.5370  -0.01
O 0.0626 -0.7430 -1.6448  -0.14
S 2.1598 0.7970 1.8926  0.90
H -1.7531 0.2957 0.9791  0.14
H -1.6946 -1.3888 0.3576  0.13
H -1.8548 -0.0424 -1.6235  0.14
H -0.6070 1.1169 -1.0613  0.13

ΔE to the lowest compared entry with this formula, charge and spin	8.309	eV
HOMO-LUMO gap (alpha / beta)	8.407 / 7.419	eV
E_tot	-815.56753	hartree
largest force on an atom	1.99	eV/A
2S+1	1
HOMO energy (alpha / beta)	-9.097 / -8.448	eV